A 6-piece molecular cluster, C29H64BN3O17P overall in a non-equilibrium geometry. Source: OMol25; level of theory: wB97M-V/def2-TZVPD.

Last column: Löwdin charge in e.
Geometry (Å):
C 7.015 -2.269 -1.301  -0.136
C 5.767 -1.924 -2.327  -0.236
N 4.424 -1.746 -1.619  -0.112
C 3.581 -0.742 -2.371  -0.255
C 1.977 -1.141 -2.477  -0.330
P 1.058 -1.082 -0.783  0.382
C -0.224 -2.401 -1.313  -0.325
C 0.031 -3.895 -0.605  -0.326
C 0.426 -4.095 0.991  -0.093
N -0.151 -4.982 -1.458  -0.002
B -0.053 0.398 -1.306  -0.548
N 0.503 1.659 -2.010  0.051
O -1.532 0.461 -1.029  -0.058
C 4.594 -1.405 -0.157  -0.322
C 4.890 0.074 0.484  -0.065
O 4.517 -2.436 0.731  -0.078
H 7.347 -1.323 -0.657  0.083
H 6.837 -3.220 -0.636  0.084
H 7.945 -2.536 -2.000  0.077
H 5.718 -2.826 -3.108  0.128
H 6.101 -0.983 -2.948  0.110
H 3.977 -0.757 -3.498  0.113
H 3.681 0.367 -2.012  0.102
H 1.521 -0.432 -3.294  0.065
H 1.960 -2.233 -2.957  0.093
H 1.914 -2.151 -0.339  -0.030
H 0.438 -1.045 0.532  -0.026
H 2.035 -0.119 -0.266  -0.049
H -0.157 -2.483 -2.501  0.072
H -1.339 -2.137 -1.075  0.078
H -0.530 -4.126 1.684  0.075
H 1.093 -3.199 1.404  0.063
H 1.105 -5.061 1.092  0.081
H -0.431 -4.647 -2.418  0.009
H 1.403 1.961 -1.579  0.054
H 0.572 1.513 -3.040  0.053
H -1.987 0.153 -1.868  0.061
H 5.709 0.016 1.324  0.084
H 3.878 0.497 0.953  0.085
H 5.210 0.835 -0.375  0.081
C -0.352 -0.232 -8.952  -0.071
C -0.659 1.231 -8.670  -0.224
O -1.779 1.360 -7.787  0.019
C -1.524 1.116 -6.478  -0.546
O -0.443 0.814 -5.998  0.110
O -2.689 1.243 -5.792  -0.006
C -2.581 0.911 -4.408  -0.050
H -1.245 -0.748 -9.319  0.080
H 0.444 -0.323 -9.696  0.078
H -0.035 -0.752 -8.044  0.076
H -0.934 1.728 -9.606  0.120
H 0.214 1.758 -8.269  0.124
H -1.777 1.476 -3.926  0.086
H -2.419 -0.165 -4.296  0.103
H -3.525 1.173 -3.922  0.100
C 0.050 4.302 -0.499  -0.073
C 1.107 4.787 0.481  -0.209
O 1.759 5.964 -0.008  0.027
C 1.055 7.117 0.113  -0.543
O -0.056 7.234 0.603  0.098
O 1.794 8.120 -0.428  -0.009
C 1.122 9.378 -0.457  -0.058
H 0.483 4.166 -1.495  0.069
H -0.381 3.354 -0.165  0.079
H -0.759 5.030 -0.601  0.069
H 1.880 4.018 0.587  0.123
H 0.686 4.962 1.477  0.116
H 0.752 9.654 0.536  0.094
H 0.302 9.345 -1.180  0.098
H 1.838 10.139 -0.780  0.091
C -0.427 -1.345 6.734  -0.072
C 0.413 -0.155 6.300  -0.222
O 1.810 -0.464 6.358  0.015
C 2.285 -1.225 5.341  -0.550
O 1.638 -1.648 4.396  0.118
O 3.603 -1.455 5.567  -0.016
C 4.205 -2.334 4.618  -0.045
H -0.111 -1.700 7.719  0.077
H -1.487 -1.075 6.774  0.077
H -0.313 -2.183 6.042  0.075
H 0.244 0.678 6.992  0.119
H 0.135 0.196 5.300  0.127
H 4.037 -1.987 3.594  0.088
H 3.817 -3.347 4.752  0.099
H 5.283 -2.347 4.803  0.091
C -1.647 -8.323 6.021  -0.072
C -2.646 -7.193 5.832  -0.224
O -2.431 -6.519 4.588  0.024
C -2.888 -7.164 3.486  -0.550
O -3.463 -8.240 3.468  0.099
O -2.573 -6.415 2.398  -0.010
C -2.909 -7.032 1.157  -0.047
H -0.623 -7.953 5.908  0.083
H -1.757 -8.775 7.011  0.076
H -1.787 -9.105 5.269  0.073
H -2.503 -6.450 6.624  0.121
H -3.679 -7.549 5.908  0.122
H -3.961 -7.333 1.135  0.092
H -2.256 -7.892 0.981  0.100
H -2.744 -6.302 0.359  0.092
C -7.261 6.127 -0.898  -0.074
C -6.731 4.749 -0.531  -0.222
O -5.307 4.768 -0.387  0.026
C -4.843 5.302 0.771  -0.547
O -5.522 5.747 1.682  0.101
O -3.486 5.278 0.731  -0.003
C -2.866 5.907 1.851  -0.047
H -6.748 6.512 -1.785  0.081
H -8.335 6.088 -1.096  0.076
H -7.086 6.845 -0.093  0.072
H -6.958 4.049 -1.342  0.122
H -7.209 4.360 0.374  0.123
H -3.239 5.496 2.794  0.097
H -3.031 6.988 1.808  0.101
H -1.791 5.718 1.795  0.073

The HOMO energy comes out at -3.32 eV. As for the total energy: -80347.758 eV. As for the HOMO-LUMO gap: 5.565 eV. The spin multiplicity is 1. As for the charge: -1. The calculation puts the LUMO energy at 2.245 eV.